Record 1
Entry from OMol25: a single C9H9IOS molecule in a non-equilibrium geometry (ωB97M-V/def2-TZVPD).

Last column: Mulliken charge in e.
Geometry (Å):
C (0.702, 1.514, 1.076)  -0.640
C (1.639, -0.211, -0.311)  -0.860
C (-0.412, 0.753, 1.242)  -0.152
C (0.411, -0.838, -0.340)  -0.349
C (1.764, 0.988, 0.426)  1.002
C (-0.601, -0.392, 0.534)  0.113
C (-3.095, -1.704, -1.856)  -0.294
C (-2.786, -1.110, -0.770)  -0.207
C (3.099, 1.584, 0.559)  -1.163
O (-1.324, -2.750, 0.147)  -0.619
S (-1.923, -1.560, 0.731)  0.482
I (-3.631, 1.321, -0.297)  -0.123
H (0.772, 2.401, 1.685)  0.331
H (2.510, -0.656, -0.898)  0.263
H (-1.150, 1.017, 2.035)  0.414
H (0.230, -1.729, -0.987)  0.322
H (-3.887, -1.302, -2.479)  0.254
H (-2.706, -2.667, -2.140)  0.327
H (3.710, 1.000, 1.238)  0.276
H (3.692, 1.628, -0.436)  0.302
H (2.987, 2.712, 0.840)  0.320

Results
E_tot ... -1119.33557 Eh
Total charge ... 0
HOMO-LUMO gap (alpha / beta) ... 8.077 / 8.077 eV
Lowest unoccupied orbital energy (alpha / beta) ... -0.992 / -0.993 eV
Energy above the lowest of the compared OMol25 structures with the same formula, charge and spin ... 0.0000 eV



Record 2
Entry from OMol25: a 3-piece molecular cluster, CH5O4 overall in a non-equilibrium geometry (ωB97M-V/def2-TZVPD).

Last column: Mulliken charge in e.
Geometry (Å):
O (0.188, -0.119, -2.000)  -0.604
C (-0.277, 0.222, -0.912)  0.205
O (0.267, 0.660, 0.126)  -0.553
H (-1.427, 0.203, -0.823)  -0.012
H (1.906, -1.062, -0.558)  0.305
H (2.619, -0.275, 0.444)  0.310
O (2.817, -0.822, -0.328)  -0.647
H (-2.200, 0.232, 0.599)  0.322
H (-1.651, 0.820, 1.892)  0.307
O (-2.241, 0.140, 1.559)  -0.633

Results
E_tot ... -342.12857 Eh
Total charge ... -1
HOMO-LUMO gap ... 8.939 eV
Lowest unoccupied orbital energy ... 4.315 eV
Energy above the lowest of the compared OMol25 structures with the same formula, charge and spin ... 0.7104 eV



Record 3
Entry from OMol25: C27H39BBaN8O2S3 as an isolated structure in a non-equilibrium geometry (ωB97M-V/def2-TZVPD).

Last column: Mulliken charge in e.
Geometry (Å):
Ba (1.491, 0.061, 0.082)  1.352
C (0.875, 4.730, -2.609)  -2.035
C (0.312, 3.875, -3.737)  0.993
C (1.473, 3.387, -4.611)  -1.453
C (-0.626, 4.766, -4.561)  -1.578
N (-0.467, 2.672, -3.319)  0.514
C (-1.102, 1.938, -4.314)  0.025
C (-1.739, 0.918, -3.731)  -1.666
N (-1.510, 0.983, -2.375)  0.036
B (-2.249, -0.056, -1.494)  0.908
N (-1.682, -1.491, -1.649)  -0.003
C (-2.509, -2.536, -1.301)  -1.632
C (-1.884, -3.682, -1.593)  0.037
N (-0.649, -3.368, -2.146)  0.547
C (-0.526, -2.001, -2.153)  0.212
S (0.798, -1.062, -2.667)  -0.389
C (0.243, -4.492, -2.559)  1.049
C (1.512, -4.082, -3.295)  -2.031
C (0.637, -5.253, -1.288)  -1.475
C (-0.563, -5.399, -3.496)  -1.609
N (-2.373, 0.390, -0.014)  0.056
C (-3.199, 1.456, 0.261)  -1.707
C (-3.226, 1.637, 1.586)  0.081
N (-2.415, 0.671, 2.167)  0.493
C (-1.886, -0.096, 1.157)  0.067
S (-0.832, -1.431, 1.281)  -0.171
C (-2.255, 0.693, 3.653)  1.107
C (-1.407, -0.423, 4.252)  -1.947
C (-1.604, 2.032, 4.017)  -1.504
C (-3.658, 0.595, 4.263)  -1.608
C (-0.714, 2.053, -2.114)  0.228
S (-0.166, 2.498, -0.564)  -0.334
H (1.383, 5.584, -3.064)  0.517
H (0.089, 5.100, -1.957)  0.444
H (1.591, 4.185, -2.006)  0.419
H (2.065, 4.238, -4.948)  0.440
H (2.116, 2.716, -4.040)  0.328
H (1.113, 2.850, -5.489)  0.363
H (-0.080, 5.650, -4.892)  0.446
H (-1.008, 4.257, -5.445)  0.400
H (-1.473, 5.090, -3.955)  0.370
H (-1.041, 2.195, -5.355)  0.531
H (-2.328, 0.128, -4.162)  0.618
H (-3.379, -0.095, -1.921)  -0.144
H (-3.468, -2.362, -0.847)  0.608
H (-2.211, -4.692, -1.435)  0.524
H (2.161, -3.480, -2.670)  0.413
H (2.045, -4.996, -3.569)  0.512
H (1.288, -3.525, -4.201)  0.443
H (1.169, -4.588, -0.605)  0.341
H (-0.240, -5.647, -0.772)  0.353
H (1.289, -6.088, -1.545)  0.447
H (-0.874, -4.850, -4.385)  0.370
H (0.062, -6.236, -3.807)  0.448
H (-1.451, -5.807, -3.014)  0.401
H (-3.684, 2.005, -0.528)  0.618
H (-3.745, 2.383, 2.158)  0.524
H (-0.382, -0.381, 3.898)  0.315
H (-1.407, -0.288, 5.336)  0.531
H (-1.813, -1.404, 4.024)  0.451
H (-0.622, 2.106, 3.546)  0.319
H (-2.209, 2.878, 3.690)  0.369
H (-1.479, 2.097, 5.098)  0.454
H (-4.131, -0.343, 3.970)  0.377
H (-3.583, 0.621, 5.350)  0.446
H (-4.300, 1.419, 3.949)  0.390
O (2.866, -1.537, 0.880)  -0.662
N (3.409, -1.422, 2.032)  -0.400
N (3.125, -0.347, 2.647)  1.006
O (2.338, 0.575, 2.153)  -0.946
C (3.740, -0.116, 3.920)  0.211
C (4.594, -1.057, 4.492)  -0.329
C (5.181, -0.790, 5.715)  -0.512
C (4.925, 0.406, 6.375)  -0.440
C (4.072, 1.334, 5.799)  -0.489
C (3.477, 1.079, 4.573)  -0.347
H (4.787, -1.981, 3.971)  0.455
H (5.846, -1.522, 6.154)  0.366
H (5.391, 0.607, 7.330)  0.381
H (3.871, 2.267, 6.308)  0.363
H (2.813, 1.796, 4.113)  0.395

Results
E_tot ... -2885.81280 Eh
Total charge ... 0
HOMO-LUMO gap ... 7.550 eV
Lowest unoccupied orbital energy ... 0.371 eV
Energy above the lowest of the compared OMol25 structures with the same formula, charge and spin ... 0.9934 eV



Record 4
Entry from OMol25: C5H8N as an isolated structure in a non-equilibrium geometry (ωB97M-V/def2-TZVPD).

Last column: Mulliken charge in e.
Geometry (Å):
C (0.211, -1.687, 0.217)  -0.097
C (-2.096, -0.901, -0.147)  -0.414
C (-0.352, 0.738, 0.191)  -0.203
C (-1.772, 0.358, -0.036)  -0.283
C (1.972, -0.253, -0.192)  -0.948
N (0.499, -0.485, -0.007)  0.204
H (-1.153, -1.641, -0.228)  0.301
H (-3.166, -1.298, -0.271)  0.329
H (0.209, 1.563, -0.464)  0.375
H (-0.211, 1.075, 1.253)  0.324
H (-2.551, 1.201, -0.041)  0.317
H (2.360, -0.210, -1.225)  0.308
H (2.505, -1.110, 0.283)  0.391
H (2.179, 0.641, 0.401)  0.399

Results
E_tot ... -249.62654 Eh
Total charge ... +1
HOMO-LUMO gap ... 9.522 eV
Lowest unoccupied orbital energy ... -5.946 eV
Energy above the lowest of the compared OMol25 structures with the same formula, charge and spin ... 5.4042 eV



Record 5
Entry from OMol25: a 2-piece molecular cluster, C26H47FNO10P2 overall in a non-equilibrium geometry (ωB97M-V/def2-TZVPD).

Last column: Mulliken charge in e.
Geometry (Å):
C (5.937, -3.175, 0.504)  -0.657
C (5.892, -2.311, -0.549)  -0.299
C (4.567, -1.708, -0.919)  0.437
O (3.844, -2.172, -1.789)  -0.589
O (4.122, -0.643, -0.207)  0.014
C (5.107, 0.280, 0.294)  -0.803
C (4.379, 1.275, 1.175)  -0.321
C (3.337, 2.106, 0.402)  -1.079
C (1.940, 1.471, 0.558)  0.613
C (1.238, 1.904, 1.839)  -1.157
C (-0.001, 1.069, 2.215)  -1.592
C (0.080, -0.440, 1.960)  0.939
C (-0.885, -1.041, 0.876)  -0.056
C (-0.276, -1.033, -0.550)  -0.920
C (-1.245, -0.547, -1.646)  -0.626
C (-0.692, -0.961, -3.037)  -1.507
P (-1.955, -1.273, -4.306)  0.822
O (-1.377, -1.038, -5.630)  -0.825
O (-2.519, -2.772, -4.226)  -0.409
C (-2.344, -3.515, -3.015)  0.078
C (-1.031, -4.329, -3.002)  -1.112
O (-3.200, -0.343, -3.936)  -0.409
C (-3.238, 0.947, -4.578)  -0.473
C (-2.345, 1.989, -3.927)  -0.543
C (-0.805, -2.496, 1.310)  -0.874
N (-0.480, -2.617, 2.538)  0.178
C (-0.346, -1.300, 3.182)  0.914
C (-1.758, -1.002, 3.763)  -1.349
O (-2.074, -1.839, 4.837)  -0.391
C (-2.908, -2.942, 4.529)  -0.738
P (0.793, -1.290, 4.680)  -0.163
C (2.414, -0.658, 4.083)  -0.808
O (0.205, -0.078, 5.615)  -0.497
H (5.287, -4.045, 0.510)  0.300
H (6.607, -2.992, 1.339)  0.270
H (6.752, -2.082, -1.173)  0.378
H (5.822, -0.241, 0.930)  0.450
H (5.660, 0.791, -0.494)  0.316
H (5.138, 1.890, 1.659)  0.410
H (3.878, 0.712, 1.964)  -0.055
H (3.583, 2.051, -0.657)  0.495
H (3.316, 3.138, 0.742)  0.432
H (2.098, 0.398, 0.488)  -0.217
H (1.349, 1.786, -0.305)  0.085
H (1.966, 1.990, 2.644)  0.478
H (0.881, 2.919, 1.661)  0.417
H (-0.151, 1.189, 3.290)  0.370
H (-0.892, 1.476, 1.741)  0.627
H (1.040, -0.881, 1.688)  0.464
H (-1.893, -0.640, 0.946)  0.635
H (0.019, -2.051, -0.818)  0.292
H (0.628, -0.437, -0.624)  -0.215
H (-1.248, 0.540, -1.592)  0.322
H (-2.247, -0.931, -1.472)  0.441
H (-0.013, -1.808, -2.963)  0.739
H (-0.085, -0.133, -3.395)  0.630
H (-2.468, -2.917, -2.114)  -0.025
H (-3.156, -4.239, -2.998)  0.458
H (-1.211, -5.395, -2.971)  0.360
H (-0.465, -4.036, -3.883)  0.376
H (-0.429, -3.999, -2.154)  0.252
H (-3.050, 0.896, -5.646)  0.361
H (-4.266, 1.289, -4.481)  0.341
H (-1.373, 1.610, -3.625)  0.077
H (-2.820, 2.461, -3.071)  0.072
H (-2.153, 2.782, -4.648)  0.417
H (-0.996, -3.309, 0.624)  0.793
H (-0.347, -3.512, 2.999)  0.468
H (-2.523, -0.996, 2.982)  0.701
H (-1.734, 0.015, 4.152)  0.363
H (-3.497, -2.800, 3.622)  0.315
H (-2.290, -3.838, 4.388)  0.244
H (-3.564, -3.164, 5.364)  0.275
H (2.392, 0.431, 4.105)  0.247
H (3.145, -0.969, 4.824)  0.522
H (2.689, -1.049, 3.107)  0.136
H (0.613, -0.139, 6.484)  0.368
C (-3.974, 6.672, -1.854)  -0.435
C (-3.892, 5.185, -2.102)  0.340
O (-2.585, 4.873, -1.656)  -0.222
C (-2.265, 5.780, -0.685)  0.573
O (-1.368, 5.656, 0.076)  -0.495
O (-3.123, 6.826, -0.711)  -0.324
F (-3.994, 4.876, -3.417)  -0.283
H (-3.571, 7.245, -2.690)  0.292
H (-4.982, 7.015, -1.640)  0.280
H (-4.615, 4.591, -1.540)  0.290

Results
E_tot ... -2608.34682 Eh
Total charge ... +1
HOMO-LUMO gap ... 7.011 eV
Lowest unoccupied orbital energy ... -3.927 eV



Record 6
Entry from OMol25: a 2-piece molecular cluster, C3H9O2S overall in a non-equilibrium geometry (ωB97M-V/def2-TZVPD).

Last column: Mulliken charge in e.
Geometry (Å):
C (0.372, -0.121, 1.308)  -0.688
O (1.528, -0.712, 0.925)  -0.896
C (-0.881, -0.435, 0.521)  -0.361
C (-0.806, 0.219, -0.816)  -0.472
S (-2.538, 0.218, -1.512)  -0.307
H (0.365, 0.941, 1.223)  0.252
H (0.079, -0.100, 2.399)  0.288
H (-0.940, -1.540, 0.270)  0.365
H (-1.699, -0.087, 1.144)  0.240
H (0.074, -0.045, -1.412)  0.327
H (-0.625, 1.286, -0.351)  0.226
H (-2.506, -1.219, -1.571)  0.106
H (3.047, 1.049, -0.882)  0.228
H (2.202, 0.065, -0.164)  0.382
O (2.329, 0.480, -1.081)  -0.690

Results
E_tot ... -668.34143 Eh
Total charge ... -1
HOMO-LUMO gap ... 6.567 eV
Lowest unoccupied orbital energy ... 3.254 eV
Energy above the lowest of the compared OMol25 structures with the same formula, charge and spin ... 1.4255 eV



Record 7
Entry from OMol25: C28H29CoGeN2OS as an isolated structure (ωB97M-V/def2-TZVPD).

Last column: Löwdin spin population.
Geometry (Å):
Co (-0.984, 1.106, -0.873)  2.337
O (-0.036, 2.877, -1.230)  0.014
C (0.671, 3.214, -2.474)  0.004
C (0.495, 2.055, -3.414)  0.002
C (-0.973, 1.855, -3.852)  0.001
C (-1.438, 0.434, -3.699)  0.005
C (-1.832, -0.339, -4.772)  0.000
C (-2.279, -1.634, -4.555)  0.002
C (-2.327, -2.127, -3.260)  0.001
C (-1.909, -1.315, -2.231)  0.007
N (-1.461, -0.061, -2.438)  0.019
H (0.018, 3.616, -0.611)  0.002
H (1.718, 3.388, -2.233)  0.001
H (0.236, 4.129, -2.874)  0.000
H (0.874, 1.155, -2.921)  0.000
H (1.136, 2.210, -4.282)  0.000
H (-1.119, 2.178, -4.880)  0.000
H (-1.631, 2.490, -3.248)  0.001
H (-1.794, 0.077, -5.770)  0.000
H (-2.592, -2.249, -5.390)  0.000
H (-2.678, -3.127, -3.045)  0.000
H (-1.909, -1.669, -1.207)  0.002
S (-4.861, 1.935, 1.145)  0.005
C (-3.823, 1.254, 2.312)  0.001
C (-2.610, 1.001, 1.772)  0.005
N (-2.506, 1.345, 0.436)  0.023
C (-3.644, 1.851, -0.008)  0.008
H (-4.146, 1.082, 3.327)  0.000
H (-1.755, 0.604, 2.294)  0.000
H (-3.797, 2.181, -1.027)  0.001
C (2.473, 0.038, -1.043)  -0.041
Ge (0.939, -0.151, 0.116)  -0.215
C (0.270, -1.940, 0.180)  -0.040
C (-0.653, -2.336, 1.154)  -0.020
C (-1.066, -3.658, 1.232)  0.002
C (-0.554, -4.594, 0.339)  -0.024
C (0.364, -4.214, -0.632)  0.000
C (0.772, -2.889, -0.719)  -0.021
C (1.156, 0.752, 1.815)  -0.049
C (0.593, 1.978, 2.074)  -0.003
C (0.820, 2.656, 3.293)  0.001
C (1.631, 2.090, 4.230)  0.000
C (2.245, 0.832, 4.006)  -0.003
C (3.102, 0.259, 4.980)  -0.001
C (3.696, -0.946, 4.761)  0.000
C (3.455, -1.646, 3.555)  0.000
C (2.634, -1.121, 2.603)  -0.002
C (2.006, 0.139, 2.793)  -0.012
H (3.300, -0.428, -0.500)  -0.009
H (2.715, 1.090, -1.191)  0.000
H (2.352, -0.457, -2.005)  0.000
H (-1.036, -1.621, 1.873)  0.000
H (-1.770, -3.964, 1.995)  0.000
H (-0.867, -5.629, 0.408)  -0.001
H (0.768, -4.950, -1.316)  0.000
H (1.486, -2.604, -1.484)  -0.001
H (-0.053, 2.457, 1.347)  -0.001
H (0.358, 3.618, 3.476)  0.000
H (1.820, 2.600, 5.167)  0.000
H (3.276, 0.798, 5.903)  0.000
H (4.353, -1.372, 5.507)  0.000
H (3.923, -2.608, 3.392)  0.000
H (2.448, -1.693, 1.700)  -0.001

Results
E_tot ... -5126.48914 Eh
Total charge ... +2
HOMO-LUMO gap (alpha / beta) ... 5.674 / 6.760 eV
Lowest unoccupied orbital energy (alpha / beta) ... -7.502 / -6.420 eV
Multiplicity ... 3



Record 8
Entry from OMol25: a single C5H8FNO molecule in a non-equilibrium geometry (ωB97M-V/def2-TZVPD).

Last column: Mulliken charge in e.
Geometry (Å):
O (0.149, 1.743, -0.609)  -0.556
C (0.562, 0.701, 0.228)  0.494
C (-0.534, 0.375, 1.182)  -0.757
C (-1.488, -0.442, 0.210)  -0.477
N (-0.684, -0.612, -1.080)  -0.583
C (0.689, -0.613, -0.540)  -0.432
C (1.914, 0.241, -0.358)  0.026
F (2.869, -0.386, 0.343)  -0.268
H (-0.498, 1.290, -1.183)  0.390
H (-0.969, 1.265, 1.615)  0.306
H (-0.175, -0.306, 1.968)  0.287
H (-2.392, 0.140, -0.077)  0.335
H (-1.892, -1.303, 0.791)  0.302
H (-0.796, -1.544, -1.491)  0.338
H (0.907, -1.503, 0.073)  0.235
H (2.338, 0.953, -1.071)  0.360

Results
E_tot ... -425.03546 Eh
Total charge ... 0
Structure (SMILES) ... O[C@@]12CCN[C@H]1[C@@H]2F
HOMO-LUMO gap ... 9.779 eV
Lowest unoccupied orbital energy ... 0.871 eV
Energy above the lowest of the compared OMol25 structures with the same formula, charge and spin ... 4.6161 eV